74
Properties=species:S:1:pos:R:3:lowdin_charge:R:1 method="wB97M-V/def2-TZVPD" gap_ev=7.306 total_energy_ha=-3471.44135 total_charge=-1 lumo_ev=2.05 de_lowest_kcal_mol=16.3 largest_force_ev_per_a=2.62
Sc -1.13120 -0.00373 1.39614 0.839
C 4.31080 1.53585 3.19854 -0.089
C 3.32617 0.42665 2.82113 -0.253
N 2.09148 0.35392 3.58003 -0.013
C 0.91352 0.90539 3.23984 -0.871
S -0.47790 0.37965 4.02032 0.644
N 0.98066 1.86885 2.22772 0.043
N -0.24383 2.03220 1.70697 -0.134
C -0.56876 2.90248 0.81257 -0.289
C 0.36781 4.00876 0.36520 -0.016
C -1.97185 2.83993 0.40685 -0.176
C -2.71472 3.88228 -0.14358 -0.004
C -4.10071 3.77456 -0.23793 -0.070
C -4.70228 2.61753 0.14486 -0.066
C -3.96070 1.58013 0.68853 -0.065
N -2.62001 1.67605 0.78792 0.060
H 5.04996 1.70615 2.36960 0.080
H 3.74440 2.49019 3.32153 0.076
H 4.83891 1.25562 4.10883 0.058
H 3.05216 0.53314 1.78454 0.105
H 3.78005 -0.54391 2.91580 0.094
H 2.01124 -0.24195 4.36934 0.090
H 1.32519 3.50621 -0.00556 0.111
H -0.09473 4.61021 -0.37523 0.036
H 0.63483 4.66968 1.21476 0.086
H -2.22693 4.77395 -0.52067 0.105
H -4.63791 4.62197 -0.62036 0.105
H -5.76114 2.52060 0.00562 0.100
H -4.34905 0.67546 1.10124 0.107
O -4.18948 -3.21174 -3.07132 0.095
C -3.52365 -2.46527 -2.20570 -0.315
C -2.49222 -1.61947 -2.52544 0.074
C -1.90047 -0.91191 -1.48696 -0.183
N -2.34982 -1.00144 -0.26575 0.087
C -3.39661 -1.77999 0.04628 -0.144
C -3.99190 -2.56126 -0.91034 0.086
C -3.65070 -1.88564 1.54334 -0.612
O -4.58268 -2.59418 1.91211 0.039
O -2.90006 -1.12379 2.23572 -0.120
C -0.64317 -0.12191 -1.63468 -0.591
O -0.14033 0.00115 -2.73196 -0.024
O -0.31435 0.47553 -0.55043 -0.103
H -3.68188 -3.29976 -3.87371 0.109
H -2.03953 -1.50528 -3.51883 0.137
H -4.76687 -3.18447 -0.55692 0.122
C 0.25261 0.95554 -5.53994 -0.385
Sb -0.71771 2.47850 -4.40488 1.231
C -1.48855 3.35516 -6.29838 -0.367
C -2.71802 1.69969 -4.03344 -0.350
H -0.41054 0.67504 -6.38134 -0.004
H 0.58386 0.11473 -4.87182 -0.002
H 1.18236 1.41597 -5.92401 -0.006
H -2.49166 3.76696 -6.19056 -0.021
H -1.49657 2.58534 -7.09631 -0.007
H -0.82118 4.17644 -6.59023 -0.025
H -2.80490 1.27777 -3.01713 -0.020
H -2.97351 0.94127 -4.80846 0.015
H -3.36857 2.58359 -4.12260 -0.014
F 7.17969 -4.94600 2.60872 0.131
C 6.14517 -4.95919 3.47151 -0.572
F 6.51531 -4.44335 4.67753 0.099
F 5.84944 -6.22736 3.77019 0.146
C 4.98537 -4.11106 2.96455 -0.159
C 3.97304 -3.74347 3.82683 -0.016
C 2.76939 -3.15584 3.34511 -0.025
C 2.58855 -2.97115 1.97454 -0.280
C 3.53948 -3.49013 1.10987 -0.015
C 4.72394 -4.03066 1.61651 -0.028
C 1.40904 -2.24936 1.57185 -0.133
C 0.40028 -1.60836 1.29485 -0.041
H 4.10709 -3.92103 4.94785 0.140
H 1.97765 -2.75045 3.98891 0.122
H 3.33568 -3.50241 0.02303 0.128
H 5.47151 -4.48452 0.99725 0.108